(1)
The following is a DFT calculation (ωB97M-V with the def2-TZVPD basis set) of C3H3FO2Pt as an isolated structure.

```
10
Properties=species:S:1:pos:R:3:lowdin_spin:R:1
Pt 0.936 1.670 -1.996 0.946
F 1.050 0.696 0.347 0.169
O 0.196 -1.642 0.982 0.165
O -0.203 -0.703 -0.992 0.216
C 0.297 -0.377 1.670 0.050
C 0.168 0.598 -0.686 0.637
C -0.036 -1.824 -0.281 0.796
H -0.275 -0.509 2.592 0.002
H 1.346 -0.164 1.895 0.005
H -0.150 0.610 1.225 0.015
```

Computed properties:
total charge	+1
spin multiplicity	4
E_LUMO (alpha / beta)	-5.8 / -8.7	eV
expectation value of S²	3.770
frontier orbital gap (alpha / beta)	7.1552 / 5.9421	eV
ΔE to the lowest compared entry with this formula, charge and spin	5.2223	eV
highest occupied orbital energy (alpha / beta)	-12.943 / -14.624	eV



(2)
The following is a DFT calculation (ωB97M-V with the def2-TZVPD basis set) of a 4-piece molecular cluster, C21H22BrF3N2O9 overall.

```
58
Properties=species:S:1:pos:R:3:mulliken_charge:R:1
Br -5.548 4.938 1.237 -0.137
F -2.912 -4.753 2.534 -0.247
F -3.697 -4.456 0.462 -0.264
F -1.460 -4.361 0.839 -0.196
O 5.757 4.005 0.643 -0.336
O 3.004 -0.209 -0.585 -0.585
O 3.357 -2.414 -0.953 -0.335
O 1.448 -4.866 -3.088 -0.513
O 5.543 5.769 -0.752 -0.523
O 2.439 -3.014 -3.921 -0.218
O 2.038 -4.763 -5.267 -0.352
O 1.271 -1.655 -0.654 -0.323
O 4.844 3.718 -1.388 -0.330
N -2.836 1.836 2.049 -0.480
N -5.411 0.334 1.385 -0.571
C -5.296 1.678 1.594 -0.237
C -4.035 4.019 2.101 -0.200
C -1.523 -1.753 1.943 -0.562
C 1.147 -2.999 -1.077 0.371
C 5.395 4.610 -0.522 0.640
C 2.583 -1.320 -0.718 0.589
C -2.892 0.453 1.891 0.325
C 2.446 -3.686 -6.108 -0.366
C 2.514 -3.562 -0.813 -0.475
C -4.045 2.448 1.902 0.457
C 3.115 -2.746 -5.146 -0.371
C 5.216 2.687 0.622 -0.306
C -4.059 5.896 3.989 -1.143
C -1.601 -0.312 2.082 -0.661
C -2.717 -4.042 1.361 0.698
C 5.052 2.416 -0.845 -0.031
C -3.811 4.377 3.625 -0.348
C 1.929 -4.271 -4.007 0.601
C -2.816 -2.485 1.557 0.280
C -4.067 -1.746 1.372 -0.443
C -4.151 -0.240 1.551 0.465
H 3.000 -1.702 -5.434 0.304
H 0.369 -3.510 -0.512 0.075
H 5.892 1.982 1.105 0.298
H -4.980 -2.339 1.092 0.371
H 4.178 -2.964 -5.018 0.280
H -3.662 6.100 5.032 0.346
H -4.412 3.672 4.274 0.296
H -5.163 6.098 3.969 0.332
H 4.205 1.766 -1.056 0.137
H 2.788 -4.338 -1.518 0.298
H -0.683 0.270 2.372 0.351
H 3.120 -4.037 -6.888 0.314
H 0.886 -3.014 -2.130 0.074
H 1.560 -3.248 -6.575 0.262
H -3.102 4.362 1.556 0.343
H -3.486 6.610 3.320 0.289
H 5.951 1.986 -1.294 0.219
H 2.618 -3.954 0.203 0.359
H -6.252 2.273 1.527 0.287
H -2.725 4.128 3.846 0.289
H -0.589 -2.359 2.076 0.338
H 4.263 2.687 1.157 0.263
```

Computed properties:
E_LUMO	-0.9	eV
frontier orbital gap	8.4755	eV
highest occupied orbital energy	-9.412	eV



(3)
The following is a DFT calculation (ωB97M-V with the def2-TZVPD basis set) of a 2-piece molecular cluster, C3H4F2O overall.

```
10
Properties=species:S:1:pos:R:3:mulliken_charge:R:1
F -1.241 -1.807 1.520 -0.182
F 0.856 -1.977 0.753 -0.193
O 0.336 0.081 2.186 -0.638
C -0.562 -0.278 -0.145 -0.178
C -0.253 -1.269 0.900 0.827
C 0.253 -0.016 -1.176 -0.676
H 0.144 0.726 -2.007 0.234
H -1.425 0.282 -0.185 0.324
H 1.166 -0.550 -1.516 0.225
H -0.188 -0.215 2.896 0.257
```

Computed properties:
E_LUMO	0.1	eV
frontier orbital gap	10.0984	eV
ΔE to the lowest compared entry with this formula, charge and spin	2.7457	eV
highest occupied orbital energy	-9.962	eV



(4)
The following is a DFT calculation (ωB97M-V with the def2-TZVPD basis set) of one molecule with the formula C7H8OSi.

```
17
Properties=species:S:1:pos:R:3:mulliken_charge:R:1
Si -0.999 1.800 0.594 0.509
O 3.582 0.460 -0.544 -0.416
C 0.170 0.719 -0.645 -0.426
C -0.747 -0.296 -1.329 -0.665
C -0.354 -1.754 0.670 -0.350
C 2.523 0.276 -0.105 0.439
C 0.762 -1.068 1.029 -0.549
C 1.287 -0.021 0.181 0.136
C -1.022 -1.405 -0.569 -0.265
H 0.584 1.291 -1.471 0.472
H -0.984 -0.286 -2.321 0.507
H -1.840 1.105 1.524 -0.124
H 1.169 -1.177 2.079 0.277
H -0.691 -2.645 1.164 0.431
H -0.177 2.810 1.324 -0.129
H -1.461 -2.255 -1.159 0.294
H -1.801 2.446 -0.420 -0.142
```

Computed properties:
E_LUMO	0.1	eV
frontier orbital gap	7.9764	eV
ΔE to the lowest compared entry with this formula, charge and spin	2.4772	eV
highest occupied orbital energy	-7.851	eV



Please write out number 3 again, unchanged.
The following is a DFT calculation (ωB97M-V with the def2-TZVPD basis set) of a 2-piece molecular cluster, C3H4F2O overall.

```
10
Properties=species:S:1:pos:R:3:mulliken_charge:R:1
F -1.241 -1.807 1.520 -0.182
F 0.856 -1.977 0.753 -0.193
O 0.336 0.081 2.186 -0.638
C -0.562 -0.278 -0.145 -0.178
C -0.253 -1.269 0.900 0.827
C 0.253 -0.016 -1.176 -0.676
H 0.144 0.726 -2.007 0.234
H -1.425 0.282 -0.185 0.324
H 1.166 -0.550 -1.516 0.225
H -0.188 -0.215 2.896 0.257
```

Computed properties:
E_LUMO	0.1	eV
frontier orbital gap	10.0984	eV
ΔE to the lowest compared entry with this formula, charge and spin	2.7457	eV
highest occupied orbital energy	-9.962	eV